Formula: C5H11NO2
Source: OMol25
Level of theory: ωB97M-V with the def2-TZVPD basis set

Values from the calculation:
Molar mass = 117.15 g/mol
Relative energy (zero: lowest compared OMol25 entry of this formula, charge and spin) = 17.48 kcal per mole
F_max = 1.5 eV Å⁻¹
Kohn-Sham gap = 9.9483 eV
E_LUMO = 0.0276 hartree
Charge = 0
HOMO level = -9.2 eV
Calculated total energy = -10948.5089 eV
Multiplicity = 1
SMILES = NCCCCC(=O)O

Geometry (Å):
O (1.66474, -0.21640, -0.92851)
C (1.05898, -1.17547, -0.54204)
O (1.69263, -2.32932, -0.17964)
C (-0.42874, -1.32564, -0.31556)
C (-0.85064, -0.67985, 1.00356)
C (-0.89480, 0.86292, 1.12904)
C (-0.64697, 1.70928, -0.13883)
N (-1.34981, 2.96460, -0.23695)
H (2.62522, -2.34242, -0.42069)
H (-1.03171, -0.99192, -1.15870)
H (-0.64553, -2.39302, -0.25579)
H (-0.31609, -1.12807, 1.84256)
H (-1.85700, -1.09576, 1.15752)
H (-1.90390, 1.12266, 1.46062)
H (-0.20541, 1.14560, 1.92250)
H (0.43489, 1.81837, -0.24905)
H (-0.90811, 1.09254, -1.00367)
H (-2.31901, 2.73306, -0.40352)
H (-1.34268, 3.51262, 0.62263)

Results of the Mulliken charge analysis, in e, for atoms 1 through 5: atom 1 (O): -0.55, atom 2 (C): 0.60, atom 3 (O): -0.46, atom 4 (C): -0.72, atom 5 (C): -0.70


Formula: C5H11NO2
Source: OMol25
Level of theory: ωB97M-V with the def2-TZVPD basis set

Values from the calculation:
Molar mass = 117.15 g/mol
Relative energy (zero: lowest compared OMol25 entry of this formula, charge and spin) = 31.99 kcal per mole
F_max = 2.5 eV Å⁻¹
Kohn-Sham gap = 10.3732 eV
E_LUMO = 0.0307 hartree
Charge = 0
HOMO level = -9.5 eV
Calculated total energy = -10947.8796 eV
Multiplicity = 1
SMILES = C[C@H](O)CCNC=O

Geometry (Å):
C (-0.68208, 0.54448, -0.98146)
N (-1.38347, 1.71323, -0.53304)
C (-0.82171, 2.97777, -0.51938)
O (-1.50818, 3.93996, -0.25167)
C (-0.54618, -0.63932, -0.01347)
C (0.88836, -0.77390, 0.63752)
C (1.50274, -2.11609, 0.23539)
O (0.79026, -0.65322, 2.05948)
H (-1.14451, 0.25128, -1.94436)
H (0.34128, 0.73662, -1.33462)
H (-2.26681, 1.55745, -0.08425)
H (0.23217, 3.00183, -0.78713)
H (-0.78663, -1.55211, -0.54788)
H (-1.26987, -0.52755, 0.80032)
H (1.58430, 0.03754, 0.42805)
H (2.32719, -1.91384, -0.44802)
H (0.79841, -2.79034, -0.22750)
H (1.89263, -2.64367, 1.10043)
H (0.05209, -1.15013, 2.41160)

Results of the Mulliken charge analysis, in e, for atoms 1 through 5: atom 1 (C): -0.80, atom 2 (N): -0.14, atom 3 (C): 0.11, atom 4 (O): -0.56, atom 5 (C): -0.73